No. 1
# C19H40F12N9O12S4

A 10-piece molecular cluster, C19H40F12N9O12S4 overall (ωB97M-V/def2-TZVPD, the Open Molecules 2025 dataset).

The geometry in ORCA input format:
```
! RIJCOSX wB97M-V def2-TZVPD def2/J DEFGRID3
* xyz -1 1
N -1.4707 0.1761 -0.3311
H -2.3347 -0.3090 -0.5266
H -1.6198 1.0910 0.0699
H -0.9784 0.2821 -1.2065
H -0.9833 -0.3587 0.3736
N 2.2509 0.5397 -0.1182
H 1.7463 0.2263 0.6986
H 2.6366 -0.3209 -0.4800
H 3.0954 1.0626 0.0650
H 1.7204 0.8886 -0.9036
C -5.4679 0.9670 -1.0825
F -4.5623 1.8167 -1.5356
F -6.5219 1.7248 -0.8136
F -5.8243 0.0793 -2.0513
S -4.8346 0.1609 0.5310
O -4.0934 1.2089 1.2587
O -6.0422 -0.2832 1.2063
N -3.7443 -0.9507 -0.1642
S -4.2386 -2.2687 0.4341
O -4.3699 -2.3107 1.8941
O -5.2582 -3.0573 -0.2561
C -2.6350 -3.3759 0.1648
F -2.9001 -4.6469 0.5927
F -2.1983 -3.2780 -1.1114
F -1.4907 -2.9416 0.7641
C 2.9810 3.0805 2.8673
F 2.1675 4.1021 3.2286
F 4.0002 3.0836 3.7565
F 2.3201 1.9365 2.8911
S 3.8384 3.5354 1.1478
O 2.8604 4.1268 0.2418
O 4.9246 4.4954 1.5318
N 4.3935 1.8731 0.6768
S 5.8519 2.2687 0.1576
O 5.8919 3.2808 -0.9507
O 6.8745 2.3861 1.2273
C 6.2638 0.5085 -0.7522
F 6.3114 -0.4870 0.1101
F 5.2310 0.1915 -1.5253
F 7.3734 0.5993 -1.4940
C -1.2688 1.5464 -3.7266
C 0.1190 1.6102 -3.2903
O 0.5127 0.7759 -2.2697
H -1.4967 0.5257 -4.0338
H -1.5150 2.1890 -4.5719
H -1.9734 1.8264 -2.9436
H 0.2531 2.6299 -2.9292
H 0.8526 1.5722 -4.0955
C -1.7411 3.3379 1.5220
O -1.0887 2.3533 1.0871
N -1.6558 4.5733 0.9428
C -0.8025 4.7984 -0.2592
C -2.1380 5.8016 1.6303
H -2.3862 3.4017 2.4120
H 0.2219 4.7769 0.1124
H -0.9404 5.8182 -0.6186
H -0.9387 4.0227 -1.0128
H -2.4124 5.7514 2.6840
H -1.3602 6.5625 1.5648
H -3.0279 6.1081 1.0805
C 3.6606 -3.0893 0.8792
O 3.5816 -1.9076 0.3337
N 2.6634 -3.9520 0.7670
C 2.7469 -5.2306 1.5172
C 1.5492 -3.7767 -0.1859
H 4.3800 -3.3244 1.6788
H 3.4836 -5.1590 2.3173
H 3.0606 -6.1077 0.9511
H 1.8167 -5.5068 2.0137
H 1.6876 -4.4718 -1.0140
H 0.6784 -4.0440 0.4126
H 1.5898 -2.8429 -0.7467
C 0.5080 -1.0370 2.6422
O 0.4055 -0.6455 1.4496
N -0.4600 -0.8739 3.5574
C -0.1796 -1.3651 4.9674
C -1.8227 -0.2382 3.3585
H 1.4083 -1.5947 2.9437
H -0.7615 -2.2410 5.2543
H -0.3417 -0.6043 5.7309
H 0.8910 -1.5358 5.0812
H -1.8250 0.8516 3.3425
H -2.3032 -0.4783 2.4100
H -2.5157 -0.6190 4.1088
C -3.1443 -1.9686 -3.8019
C -3.4872 -3.4476 -4.0377
N -3.7130 -4.5967 -4.1794
H -2.4316 -2.0422 -2.9805
H -3.9920 -1.3421 -3.5246
H -2.5377 -1.5192 -4.5881
C 1.3363 -2.3107 -3.8589
C 0.8436 -3.5332 -4.5530
N 0.5405 -4.5065 -5.1256
H 1.2778 -1.4719 -4.5525
H 2.3410 -2.3889 -3.4434
H 0.6866 -2.1642 -2.9961
*
```

Summary:
LUMO energy = 1.7 eV
HOMO level = -5.30 eV
HOMO-LUMO gap = 6.97 eV


No. 2
# C2H9FN3P

A 2-piece molecular cluster, C2H9FN3P overall (ωB97M-V/def2-TZVPD, the Open Molecules 2025 dataset).

The geometry in ORCA input format:
```
! RIJCOSX wB97M-V def2-TZVPD def2/J DEFGRID3
* xyz 0 1
N -0.7046 -1.1432 -0.1015
P -1.9249 -0.1741 0.0898
N -2.0350 1.2117 -0.9054
N -3.4246 -0.8012 0.2479
F -1.7848 0.5941 1.4967
H 0.1588 -0.5643 -0.3421
H -1.1225 1.5079 -1.1468
H -2.6152 2.0427 -0.8246
H -3.9468 -0.4153 -0.4545
H -3.5090 -1.8397 0.0707
C 2.7511 -0.7363 0.1747
C 3.0367 0.3607 0.8296
H 2.6408 -0.5839 -0.8930
H 2.6006 -1.6714 0.6287
H 3.2136 1.2437 0.1928
H 3.2736 0.3172 1.8662
*
```

Summary:
LUMO energy = 0.7 eV
structure (SMILES) = N=P(N)(N)F.C=C
HOMO level = -9.23 eV
energy relative to the best compared isomer or geometry (same formula, charge and spin) = 1.009 eV
HOMO-LUMO gap = 9.98 eV


No. 3
# C4H5NO

One molecule with the formula C4H5NO (ωB97M-V/def2-TZVPD, the Open Molecules 2025 dataset).

The geometry in ORCA input format:
```
! RIJCOSX wB97M-V def2-TZVPD def2/J DEFGRID3
* xyz 0 1
N -0.7916 1.5363 -0.9288
C -0.4722 0.3049 -0.4623
C -1.1006 -0.8771 -0.6729
O 1.3641 -2.0347 0.1626
C 1.2922 -1.0083 0.8169
C 0.2934 0.0424 0.7013
H -1.6354 1.5976 -1.4799
H -0.5990 2.3169 -0.3192
H -0.6110 -1.8052 -0.9710
H 2.0544 -0.7982 1.6029
H 0.2058 0.7253 1.5505
*
```

Summary:
LUMO energy (spin up / spin down) = -0.5 / -0.5 eV
HOMO level (spin up / spin down) = -8.51 / -8.51 eV
energy relative to the best compared isomer or geometry (same formula, charge and spin) = 4.226 eV
HOMO-LUMO gap (spin up / spin down) = 7.97 / 7.97 eV


No. 4
# C27H65N2O12P

A 6-piece molecular cluster, C27H65N2O12P overall (ωB97M-V/def2-TZVPD, the Open Molecules 2025 dataset).

The geometry in ORCA input format:
```
! RIJCOSX wB97M-V def2-TZVPD def2/J DEFGRID3
* xyz 0 1
C -3.3779 -0.2520 -0.9829
N -3.8730 0.1878 0.3419
C -2.9387 -0.2500 1.3770
P -3.2993 0.5889 2.9923
C -4.8828 -0.1256 3.6954
C -5.5906 -1.1264 2.8149
O -6.7155 -1.3732 2.9896
C -2.0259 0.0895 4.2599
C -0.5847 0.1212 3.7528
C -0.2008 -1.0283 2.8669
N -1.0300 -2.1100 2.7712
O 0.7917 -0.9731 2.2248
H -2.9154 0.5769 -1.5049
H -4.1567 -0.7186 -1.5720
H -2.5941 -0.9879 -0.8699
H -3.8903 1.1984 0.3238
H -1.9207 0.0309 1.1069
H -3.0196 -1.3225 1.4859
H -4.6447 -0.6574 4.6136
H -5.5242 0.6930 3.9744
H -5.0344 -1.6548 2.0300
H -2.2973 -0.8565 4.7280
H -2.1130 0.8432 5.0291
H 0.0636 0.0479 4.6144
H -0.4015 1.0449 3.2251
H -1.4685 -2.3733 3.6460
H -0.5366 -2.8728 2.3281
C -2.5955 -3.0578 7.1497
O -3.3113 -2.7509 5.9630
C -3.5013 -3.8792 5.1162
C -4.9059 -4.4314 5.2198
O -5.1431 -5.0057 6.4945
C -5.9134 -4.1727 7.3460
H -2.6583 -2.1934 7.8087
H -3.0214 -3.9229 7.6618
H -1.5414 -3.2500 6.9216
H -2.7646 -4.6577 5.3357
H -3.3370 -3.5339 4.0884
H -5.0252 -5.2278 4.4784
H -5.6416 -3.6519 4.9995
H -6.9523 -4.1345 7.0037
H -5.5082 -3.1590 7.3930
H -5.8899 -4.6068 8.3442
C 1.1568 0.5637 -1.2265
O 0.2251 1.4485 -1.8338
C 0.7166 2.0420 -3.0266
C 0.1269 1.3835 -4.2538
O 0.5789 0.0433 -4.3968
C -0.3886 -0.9099 -3.9941
H 0.6424 0.0215 -0.4328
H 1.5572 -0.1587 -1.9415
H 1.9788 1.1347 -0.7834
H 1.8092 2.0037 -3.0575
H 0.4166 3.0952 -3.0125
H 0.4578 1.9325 -5.1415
H -0.9661 1.4219 -4.2215
H -1.2102 -0.9503 -4.7182
H -0.7880 -0.6837 -3.0020
H 0.0974 -1.8843 -3.9628
C 6.6967 -1.9626 1.7274
O 6.6249 -0.5981 2.0994
C 6.6969 0.2861 0.9904
C 5.3336 0.8287 0.6210
O 4.4863 -0.1878 0.1114
C 3.5283 -0.6413 1.0600
H 6.4523 -2.5596 2.6048
H 5.9872 -2.2007 0.9311
H 7.7112 -2.2170 1.4015
H 7.1568 -0.2074 0.1292
H 7.3410 1.1210 1.2855
H 5.4560 1.5754 -0.1713
H 4.8731 1.3221 1.4829
H 2.7667 0.1232 1.2223
H 3.9972 -0.8954 2.0138
H 3.0460 -1.5296 0.6573
C 0.8666 -1.3756 -10.2442
O 0.4969 -0.6123 -9.1106
C 1.1325 -1.0461 -7.9143
C 2.2774 -0.1376 -7.5294
O 3.3494 -0.2241 -8.4605
C 3.3967 0.8712 -9.3560
H 0.4833 -0.8667 -11.1277
H 1.9521 -1.4655 -10.3332
H 0.4204 -2.3750 -10.1944
H 1.4801 -2.0788 -8.0120
H 0.3806 -1.0147 -7.1198
H 2.6655 -0.4562 -6.5579
H 1.9303 0.8952 -7.4313
H 3.7247 1.7773 -8.8345
H 2.4257 1.0522 -9.8238
H 4.1220 0.6346 -10.1334
C 1.6141 3.2841 1.5068
O 1.4837 4.6181 1.9611
C 2.1722 5.5467 1.1371
C 1.2196 6.2664 0.2085
O 0.6705 5.3770 -0.7544
C -0.6554 4.9749 -0.4538
H 0.9164 2.6651 2.0686
H 1.3761 3.2004 0.4431
H 2.6311 2.9157 1.6854
H 2.9592 5.0495 0.5621
H 2.6475 6.2776 1.7993
H 1.7722 7.0363 -0.3398
H 0.4285 6.7603 0.7800
H -1.3511 5.8068 -0.6093
H -0.7438 4.6131 0.5734
H -0.9189 4.1648 -1.1329
*
```

Summary:
LUMO energy = 0.4 eV
structure (SMILES) = CNCP(CC=O)CCC(N)=O.COCCOC.COCCOC.COCCOC.COCCOC.COCCOC
HOMO level = -8.28 eV
HOMO-LUMO gap = 8.73 eV


No. 5
# C6H9N4O3

A 2-piece molecular cluster, C6H9N4O3 overall (ωB97M-V/def2-TZVPD, the Open Molecules 2025 dataset).

The geometry in ORCA input format:
```
! RIJCOSX wB97M-V def2-TZVPD def2/J DEFGRID3
* xyz 1 1
C -1.4043 -1.3459 2.0509
C -1.4698 0.0262 2.1391
C -0.1654 -0.5096 0.3510
C 2.4202 -0.6370 -1.3528
C -0.4860 1.8133 0.4803
C 1.8396 -0.4192 -3.7779
N -0.6225 0.4763 1.0785
N -0.6385 -1.6551 0.9468
N -2.0872 0.9014 3.0316
N 2.2183 -0.4622 -2.5050
O -2.6530 0.3635 3.9386
O -1.9677 2.0490 2.7919
O 0.4955 -0.4063 -0.7077
H -1.8851 -2.1023 2.5438
H 2.8738 -0.4082 -0.4343
H -0.1314 1.6867 -0.5463
H -1.4873 2.2758 0.6401
H 0.2782 2.4187 1.0676
H 2.5580 0.1404 -4.2777
H 1.8974 -1.4054 -4.1874
H 0.8304 -0.1985 -3.9325
H -0.4132 -2.6016 0.6612
*
```

Summary:
LUMO energy = -4.0 eV
HOMO level = -12.73 eV
energy relative to the best compared isomer or geometry (same formula, charge and spin) = 5.169 eV
HOMO-LUMO gap = 8.71 eV


No. 6
# C17H17N3O

One molecule with the formula C17H17N3O (ωB97M-V/def2-TZVPD, the Open Molecules 2025 dataset).

The geometry in ORCA input format:
```
! RIJCOSX wB97M-V def2-TZVPD def2/J DEFGRID3
* xyz 0 1
C -6.4465 -0.8612 0.5848
C -5.0502 -1.0608 0.0233
O -4.7400 -2.0252 -0.6386
N -4.2155 -0.0369 0.3557
C -2.8633 0.1616 0.0364
C -2.1407 -0.7698 -0.7227
C -0.8129 -0.5643 -1.0347
C -0.2157 0.5961 -0.5741
C -0.9310 1.5387 0.1998
C -2.2660 1.3225 0.5075
N -0.0989 2.5767 0.5340
C 1.0543 2.2950 -0.0009
C 2.2630 3.1466 0.1172
N 1.0518 1.1158 -0.7007
C 2.1574 0.4851 -1.3603
C 2.9303 -0.4728 -0.4778
C 2.6645 -0.6040 0.8768
C 3.3988 -1.4880 1.6499
C 4.4035 -2.2469 1.0778
C 4.6733 -2.1204 -0.2752
C 3.9408 -1.2388 -1.0474
H -7.0693 -1.7019 0.2942
H -6.8811 0.0571 0.1953
H -6.4107 -0.8013 1.6707
H -4.6137 0.7067 0.9127
H -2.6418 -1.6598 -1.0622
H -0.2666 -1.2943 -1.6127
H -2.8137 2.0429 1.0958
H 3.0914 2.5816 0.5436
H 2.5663 3.5231 -0.8599
H 2.0310 3.9886 0.7617
H 1.7720 -0.0607 -2.2291
H 2.8374 1.2604 -1.7308
H 1.8806 -0.0207 1.3373
H 3.1813 -1.5819 2.7035
H 4.9743 -2.9363 1.6818
H 5.4549 -2.7111 -0.7296
H 4.1507 -1.1414 -2.1034
*
```

Summary:
LUMO energy = 0.7 eV
structure (SMILES) = CC(=O)Nc1ccc2c(c1)nc(C)n2Cc1ccccc1
HOMO level = -7.90 eV
energy relative to the best compared isomer or geometry (same formula, charge and spin) = 0.000 eV
HOMO-LUMO gap = 8.62 eV


No. 7
# C8H16O4Sc

C8H16O4Sc as an isolated structure (ωB97M-V/def2-TZVPD, the Open Molecules 2025 dataset).

The geometry in ORCA input format:
```
! RIJCOSX wB97M-V def2-TZVPD def2/J DEFGRID3
* xyz 2 2
C -1.7123 0.1808 4.3302
H -2.5500 -0.5237 4.2870
H -0.9227 0.0097 5.0629
O -4.3217 2.2387 0.8509
C -4.8204 2.7149 2.0540
C -3.7192 2.9249 3.0879
O -2.9153 1.7253 3.0407
C -2.0115 1.4859 4.0421
Sc -2.7635 1.1605 0.9972
H -5.5450 1.9895 2.4775
H -5.3433 3.6844 1.9449
H -4.1236 3.0498 4.1011
H -3.0652 3.7748 2.8421
H -1.4679 2.3708 4.3776
C -1.1860 -1.2365 2.2426
O -1.2818 -0.3324 1.1936
C -0.0248 0.0516 0.6075
C -0.3048 0.8542 -0.6360
O -1.2759 1.8331 -0.2752
C -1.4434 2.8783 -1.2299
H -0.2178 -1.1923 2.7420
H 0.5530 -0.8475 0.3597
H 0.5126 0.6597 1.3490
H -0.6823 0.2318 -1.4603
H 0.6226 1.3423 -0.9668
H -2.2949 3.4816 -0.8997
H -0.5392 3.5002 -1.2496
H -1.6449 2.4512 -2.2217
H -1.9357 -2.0276 2.1905
*
```

Summary:
LUMO energy (spin up / spin down) = -8.3 / -8.4 eV
HOMO level (spin up / spin down) = -15.58 / -17.09 eV
energy relative to the best compared isomer or geometry (same formula, charge and spin) = 0.000 eV
HOMO-LUMO gap (spin up / spin down) = 7.32 / 8.73 eV


No. 8
# C7H9NO

One molecule with the formula C7H9NO (ωB97M-V/def2-TZVPD, the Open Molecules 2025 dataset).

The geometry in ORCA input format:
```
! RIJCOSX wB97M-V def2-TZVPD def2/J DEFGRID3
* xyz 0 1
C 0.8005 -0.2003 -1.6826
C -0.4985 -0.4711 -1.7825
C -1.3308 0.0075 -0.6077
N -1.1123 -0.9553 0.5192
C -0.3071 0.0321 1.3005
C 1.1355 -0.4571 1.4144
O 1.8860 0.1382 0.3668
C 1.0265 0.8071 -0.5296
C -0.3288 1.0046 0.1293
H 1.5166 -0.5106 -2.3837
H -1.0330 -1.0902 -2.4919
H -2.3805 0.3291 -0.7696
H -2.0042 -1.1390 1.0372
H -0.7808 0.3625 2.2425
H 1.1778 -1.5099 1.2389
H 1.4626 -0.1459 2.4231
H 1.4804 1.7867 -0.7468
H -0.7099 2.0117 0.3224
*
```

Summary:
LUMO energy = 0.9 eV
structure (SMILES) = C1=C[C@H]2N[C@H]3CO[C@@H]1[C@H]32
HOMO level = -9.01 eV
energy relative to the best compared isomer or geometry (same formula, charge and spin) = 2.660 eV
HOMO-LUMO gap = 9.92 eV


No. 9
# C22H12BrCl2F4N9O2PTl

C22H12BrCl2F4N9O2PTl as an isolated structure (ωB97M-V/def2-TZVPD, the Open Molecules 2025 dataset).

The geometry in ORCA input format:
```
! RIJCOSX wB97M-V def2-TZVPD def2/J DEFGRID3
* xyz 0 1
Tl -0.1014 0.4751 -1.6944
F -3.7016 -4.7608 2.4033
C -2.9100 -3.7806 2.0071
C -2.5416 -2.7886 2.8957
F -2.9693 -2.8258 4.1490
C -1.7082 -1.7707 2.4680
F -1.3430 -0.8723 3.3826
C -1.2471 -1.6948 1.1579
P -0.1290 -0.3380 0.6916
C 1.5245 -0.8168 1.1996
C 1.9141 -0.6642 2.5300
C 3.1905 -1.0410 2.9098
C 4.0709 -1.5649 1.9706
C 3.6794 -1.7215 0.6498
C 2.4034 -1.3482 0.2613
C -0.6221 1.1851 1.5029
C 0.3440 2.1725 1.6724
C -0.0527 3.4434 2.0606
C -1.3956 3.7274 2.2514
C -2.3574 2.7438 2.0587
C -1.9757 1.4706 1.6784
C -1.5934 -2.7365 0.2822
Br -0.9365 -2.8643 -1.4738
C -2.4259 -3.7554 0.7088
F -2.7713 -4.7466 -0.1028
H 1.2301 -0.2405 3.2548
H 3.5038 -0.9161 3.9374
H 5.0724 -1.8435 2.2701
H 4.3690 -2.1146 -0.0844
H 2.1081 -1.4580 -0.7762
H 1.3871 1.9698 1.4602
H 0.6907 4.2184 2.1867
H -1.7016 4.7267 2.5294
H -3.4056 2.9775 2.1834
H -2.7266 0.7104 1.4992
N 2.4542 0.4436 -4.1262
C 1.3364 -0.3124 -4.3869
N 1.2008 -1.0602 -5.4595
N -0.0155 -1.6395 -5.3257
N -0.5897 -1.2766 -4.2447
N 0.2484 -0.4082 -3.6098
C 2.7996 0.9705 -2.9009
N 4.0230 1.3404 -2.5824
N 3.9185 1.7980 -1.3136
N 2.7152 1.7030 -0.8850
N 1.9602 1.1787 -1.8867
H 3.2027 0.3646 -4.7950
Cl -3.1972 0.0103 -1.5937
C -3.2984 1.6325 -2.3518
Cl -2.8423 1.5419 -4.0549
C -2.3962 2.6314 -1.6009
O -2.9281 3.6165 -1.1454
O -1.1333 2.3570 -1.5304
H -4.3309 1.9514 -2.2881
*
```

Summary:
LUMO energy = -1.2 eV
HOMO level = -8.76 eV
energy relative to the best compared isomer or geometry (same formula, charge and spin) = 0.080 eV
HOMO-LUMO gap = 7.57 eV


| no. | E_tot (eV) |
| --- | --- |
| 1 | -134279.600 |
| 2 | -18697.138 |
| 3 | -7762.300 |
| 4 | -65885.200 |
| 5 | -18458.781 |
| 6 | -24424.205 |
| 7 | -37427.636 |
| 8 | -10940.154 |
| 9 | -160451.247 |